204
Properties=species:S:1:pos:R:3:forces:R:3:lowdin_charge:R:1 method="wB97M-V/def2-TZVPD" spin_multiplicity=1 orbital_gap_ev=9.364 e_lumo_ev=0.30 e_above_lowest_kcal_mol=155.0
C -21.15948 -7.94737 13.17994 0.59 0.09 -0.15 -0.129
O -21.66977 -9.25927 13.12049 -0.22 0.45 0.88 -0.174
C -21.60595 -9.77484 14.44850 -0.58 -1.70 -0.93 -0.206
C -22.44806 -11.07093 14.55041 -0.88 0.39 -0.99 -0.444
C -23.96132 -10.87385 14.29401 0.33 0.14 0.58 -0.056
N -22.20372 -11.62604 15.84653 0.10 0.02 1.33 0.022
H -21.06372 -7.52656 12.17901 -0.24 -0.08 0.05 0.090
H -20.16888 -7.96615 13.63432 0.41 -0.01 -0.09 0.080
H -21.73278 -7.29900 13.84255 -0.48 0.11 -0.17 0.083
H -20.57351 -10.04716 14.66763 0.30 0.10 0.16 0.119
H -21.94340 -9.07349 15.21161 -0.21 0.21 -0.06 0.121
H -22.19021 -11.82687 13.80867 0.65 0.37 -0.57 0.130
H -24.44150 -11.84009 14.44864 -0.14 -0.05 -0.02 0.069
H -24.22562 -10.52777 13.29477 0.42 -0.03 -0.03 0.074
H -24.40105 -10.16827 14.99891 0.02 0.06 0.16 0.076
H -22.95187 -12.19162 16.22134 -0.01 -0.03 -0.19 0.070
H -21.34124 -12.15073 15.87685 -0.06 -0.06 0.05 0.075
C -25.57269 -9.05403 7.46734 0.65 -1.13 0.88 -0.133
O -25.64278 -8.11550 6.43661 0.51 -0.36 -0.04 -0.158
C -26.88588 -7.50104 6.35474 -1.06 0.96 -0.95 -0.233
C -28.02622 -8.42636 5.90209 -0.11 -0.83 -1.38 -0.425
C -27.78156 -9.12662 4.49317 0.58 0.48 1.95 -0.033
N -29.26887 -7.69693 5.74462 -0.30 1.15 0.94 0.015
H -24.56688 -9.44964 7.60857 0.37 0.50 -0.50 0.087
H -26.13366 -9.97780 7.32567 -0.56 0.12 -0.41 0.082
H -25.82932 -8.68329 8.45971 -0.38 0.54 0.01 0.090
H -27.10857 -6.96772 7.27891 -0.36 -0.35 0.57 0.121
H -26.86317 -6.67051 5.64920 0.51 -0.13 -0.43 0.126
H -28.15642 -9.12049 6.73235 0.16 -0.82 -0.34 0.117
H -28.52269 -9.91553 4.36491 0.13 -0.03 -0.09 0.069
H -26.76659 -9.52401 4.49070 -0.10 -0.25 -0.21 0.065
H -27.86463 -8.39604 3.68852 -0.09 0.10 0.14 0.076
H -29.63841 -7.58121 6.67744 -0.34 0.46 0.09 0.066
H -30.01002 -8.16065 5.23890 0.38 -0.41 -0.25 0.068
C -15.93224 -12.72818 19.50211 0.73 0.11 0.06 -0.111
O -15.34880 -14.01386 19.42936 -0.41 -0.73 -0.30 -0.207
C -14.03990 -14.08076 19.96793 0.34 -0.72 -0.64 -0.183
C -13.43335 -15.55677 19.86668 -1.08 0.13 1.08 -0.401
C -14.29195 -16.58184 20.63061 -1.04 0.57 -0.27 -0.077
N -12.07894 -15.62797 20.38413 0.72 0.75 -0.14 0.016
H -16.07172 -12.41206 20.53590 -0.22 -0.09 0.25 0.083
H -16.87866 -12.68929 18.96279 0.10 -0.36 0.09 0.089
H -15.25813 -11.99391 19.06106 0.08 0.20 -0.24 0.083
H -13.39061 -13.45160 19.35909 0.28 0.21 0.00 0.117
H -14.09742 -13.63658 20.96165 0.43 -0.40 0.52 0.119
H -13.39409 -15.78731 18.80207 -0.14 -0.05 -0.06 0.129
H -14.34329 -16.31301 21.68569 -0.04 0.27 0.08 0.076
H -13.98567 -17.62789 20.63825 0.50 0.09 -0.52 0.069
H -15.30513 -16.55319 20.22969 -0.20 -0.08 0.13 0.066
H -11.82691 -16.59468 20.53262 0.05 -0.13 -0.21 0.065
H -12.00448 -15.20836 21.29982 -0.13 0.22 0.14 0.067
C -25.81599 -18.98877 12.50298 -1.01 -1.24 -0.97 -0.111
O -26.76667 -18.45410 13.42488 0.68 -1.78 -1.85 -0.159
C -26.08802 -17.90306 14.47091 1.03 -0.30 2.19 -0.235
C -25.11938 -18.87909 15.32703 -2.19 0.08 -0.53 -0.441
C -25.84530 -20.09407 15.84129 -0.72 0.05 -0.27 -0.079
N -24.59398 -18.20476 16.51070 0.96 0.46 -1.42 0.036
H -26.33596 -19.57551 11.74570 -0.70 0.96 -0.56 0.088
H -25.24379 -19.86549 12.80638 0.59 0.45 1.27 0.079
H -25.17233 -18.23288 12.05305 -0.02 0.10 0.09 0.097
H -25.46705 -17.09053 14.09370 0.20 0.49 0.20 0.113
H -26.89026 -17.53556 15.11080 0.31 0.32 0.45 0.126
H -24.35263 -19.23423 14.63850 0.55 0.41 0.42 0.119
H -26.30211 -20.69401 15.05422 0.33 -0.23 -0.08 0.074
H -26.69994 -19.74891 16.42316 0.00 -0.06 0.41 0.079
H -25.15003 -20.64656 16.47331 -0.27 -0.25 -0.09 0.080
H -25.32673 -17.72629 17.01492 -0.40 -0.09 0.08 0.070
H -24.07816 -17.46555 16.05507 0.65 0.64 0.71 0.064
C -26.73081 1.33251 13.51873 0.50 -0.69 -0.44 -0.088
O -25.59432 0.62729 12.94517 -1.10 0.33 -0.03 -0.196
C -24.49368 1.42578 12.49853 -1.09 -0.01 0.42 -0.211
C -23.56381 0.58120 11.66949 0.77 -1.27 1.07 -0.463
C -22.83695 -0.50533 12.48123 -0.62 -0.34 0.03 -0.057
N -22.55030 1.41575 11.08816 0.25 1.08 -0.80 0.032
H -26.49666 1.75850 14.49434 0.19 0.24 -0.06 0.081
H -27.55853 0.63808 13.66276 0.44 -0.56 0.11 0.079
H -27.20521 2.05951 12.85956 0.64 0.47 -0.25 0.079
H -24.81632 2.17271 11.77320 -0.46 0.59 0.28 0.118
H -24.07819 1.88654 13.39473 0.58 0.24 -0.21 0.132
H -24.23277 0.10552 10.95232 0.02 -0.23 -0.33 0.136
H -21.96871 -0.93042 11.97768 -0.12 0.10 -0.36 0.069
H -23.55001 -1.31019 12.65970 0.11 -0.13 0.24 0.071
H -22.45909 -0.14900 13.43953 -0.18 0.27 0.02 0.077
H -22.10049 0.97533 10.29835 0.30 -0.58 0.18 0.076
H -22.97766 2.20668 10.62784 -0.21 0.50 0.15 0.065
C -20.17558 -11.02894 24.70646 -1.66 0.09 -0.94 -0.070
O -20.69180 -9.99347 23.79823 2.05 -0.81 0.80 -0.214
C -21.46728 -10.51554 22.73372 -0.38 1.77 0.34 -0.197
C -21.89238 -9.27589 21.87901 -0.70 -0.52 1.02 -0.428
C -22.71817 -8.29930 22.70560 0.13 0.54 1.14 -0.081
N -22.83997 -9.67025 20.87008 -0.60 -0.35 -1.67 0.015
H -19.27478 -10.78531 25.26974 -0.20 0.66 -0.34 0.082
H -20.00519 -11.97001 24.18352 0.28 0.06 -0.38 0.074
H -21.00501 -11.26062 25.37464 0.12 0.04 0.48 0.080
H -20.92733 -11.23991 22.12394 0.04 -0.22 0.05 0.120
H -22.35430 -10.91776 23.22313 -0.36 -0.53 -0.60 0.124
H -21.02320 -8.74523 21.49038 0.37 -0.17 0.04 0.134
H -22.17258 -7.89483 23.55815 0.28 0.20 -0.22 0.073
H -23.61092 -8.72288 23.16568 0.02 -0.62 -0.27 0.081
H -23.10976 -7.48244 22.09940 0.31 0.14 -0.15 0.072
H -22.52220 -10.22784 20.09020 0.76 -0.79 0.33 0.070
H -23.08205 -8.84990 20.33293 -0.50 0.52 0.32 0.066
C -28.33722 -17.08253 21.65150 0.16 0.28 0.88 -0.112
O -28.13318 -15.71416 21.38548 -0.30 -0.06 -0.75 -0.201
C -28.87914 -15.23580 20.27373 0.40 1.21 -0.26 -0.211
C -28.31423 -13.81902 19.91538 -1.48 -2.00 -0.47 -0.411
C -29.07424 -13.26565 18.65490 0.29 0.92 1.00 -0.058
N -26.91765 -14.04114 19.59384 0.28 0.46 -0.39 0.026
H -29.36643 -17.29313 21.94213 -0.35 -0.03 -0.41 0.084
H -27.77440 -17.27802 22.56425 0.30 -0.23 -0.20 0.087
H -28.00347 -17.72214 20.83443 -0.05 -0.06 -0.06 0.090
H -28.76385 -15.79466 19.34503 0.43 -0.69 0.09 0.117
H -29.94808 -15.25519 20.48610 -0.18 0.32 0.26 0.123
H -28.38275 -13.24018 20.83643 -0.55 0.62 -0.22 0.132
H -30.07426 -12.87293 18.83883 -0.13 -0.23 0.57 0.066
H -29.19734 -13.92911 17.79888 0.54 -0.39 0.28 0.072
H -28.54089 -12.37404 18.32526 0.24 -0.07 -0.26 0.064
H -26.49421 -14.58856 20.32946 0.01 -0.15 0.16 0.065
H -26.48267 -13.13126 19.64887 0.44 0.09 -0.24 0.071
C -22.12068 -4.62793 17.91722 -0.59 -0.45 -1.21 -0.096
O -23.48700 -4.99433 17.69798 -0.04 0.43 0.74 -0.187
C -24.34433 -3.87049 17.86274 0.30 -0.40 -0.66 -0.229
C -25.79567 -4.24455 17.65951 -1.47 -0.59 -1.85 -0.430
C -26.11030 -4.67799 16.20311 1.08 -0.19 -0.42 -0.065
N -26.69885 -3.11786 17.88828 0.69 0.16 1.33 0.030
H -21.79293 -4.16727 16.98530 0.39 0.39 0.06 0.085
H -21.54721 -5.54927 18.01893 -0.07 0.09 0.34 0.085
H -21.98449 -3.93596 18.74832 -0.03 -0.14 0.17 0.084
H -24.13617 -3.38976 18.81860 -0.30 -0.09 0.46 0.119
H -24.14290 -3.10256 17.11587 0.37 0.20 -0.38 0.125
H -26.09225 -5.06913 18.30775 0.08 0.08 0.26 0.139
H -25.51073 -5.54547 15.92725 -0.04 -0.08 -0.05 0.070
H -25.84412 -3.89083 15.49769 0.52 0.33 0.10 0.070
H -27.13963 -4.85018 15.88860 -0.24 -0.27 1.01 0.074
H -26.46345 -2.34939 17.27662 0.02 0.01 -0.66 0.067
H -26.34058 -2.76856 18.76563 -0.64 0.50 0.74 0.059
C -22.07047 -14.15926 7.63835 0.45 0.26 1.01 -0.146
O -22.66907 -14.17179 6.37865 1.21 -0.30 -1.07 -0.175
C -21.63587 -14.47886 5.41025 -1.35 -0.05 -1.87 -0.176
C -22.20193 -14.29791 3.95533 -0.08 1.64 0.07 -0.405
C -21.17311 -14.45427 2.84191 0.84 -0.92 0.14 -0.088
N -22.68131 -12.89224 3.83731 -0.53 0.01 0.39 0.021
H -21.39981 -15.00314 7.80021 -0.18 -0.49 -0.03 0.082
H -22.80808 -14.13030 8.44034 -0.23 -0.13 -0.27 0.089
H -21.41768 -13.29963 7.79004 0.00 0.44 -0.20 0.086
H -20.75721 -13.83483 5.44604 -0.06 0.35 0.55 0.125
H -21.30555 -15.51224 5.51562 0.00 -0.17 0.25 0.121
H -23.02710 -14.97023 3.72042 0.00 -0.45 0.47 0.128
H -20.72607 -15.44669 2.89992 -0.08 -0.30 -0.15 0.071
H -20.31076 -13.78764 2.84930 -0.24 0.42 0.54 0.076
H -21.58688 -14.34576 1.83935 -0.40 -0.05 0.15 0.074
H -23.35718 -12.69115 4.56040 0.26 -0.07 0.90 0.055
H -23.32067 -12.79877 3.06104 0.38 -0.20 -0.85 0.063
C -31.75005 -9.69479 11.16094 -0.36 0.00 -0.35 -0.099
O -32.92492 -9.95322 10.39266 0.39 -0.18 -0.36 -0.192
C -33.62472 -8.76689 10.07209 -1.28 0.58 0.76 -0.224
C -34.87625 -9.06255 9.23442 -0.89 0.46 -0.41 -0.406
C -35.77121 -7.87990 8.68926 1.16 0.31 0.03 -0.054
N -35.81006 -9.85089 10.04889 0.87 0.20 0.13 0.023
H -31.39682 -10.62555 11.60481 -0.21 0.01 -0.08 0.088
H -31.94664 -8.96279 11.94429 -0.11 -0.01 0.19 0.084
H -30.95671 -9.29348 10.53034 0.11 0.07 -0.16 0.080
H -34.03832 -8.41329 11.01655 0.11 0.59 0.26 0.122
H -32.99902 -7.98726 9.63759 0.26 -0.08 -0.25 0.124
H -34.52172 -9.70475 8.42821 -0.01 0.28 -0.66 0.126
H -36.70407 -8.23275 8.24952 0.16 -0.46 -0.04 0.064
H -35.30702 -7.25415 7.92698 0.34 -0.25 -0.16 0.065
H -36.09516 -7.15074 9.43189 0.24 -0.32 0.56 0.072
H -36.64715 -9.94932 9.49239 -0.08 -0.58 0.14 0.060
H -35.30686 -10.72223 10.13636 -0.69 -0.62 0.39 0.067
C -14.98876 -19.46612 14.55269 0.14 -0.20 -0.95 -0.104
O -15.81361 -18.34177 14.29427 0.24 -0.84 0.57 -0.166
C -16.50035 -17.92603 15.42579 -2.25 1.72 -0.12 -0.229
C -17.74440 -17.04768 14.99191 0.26 1.16 -1.37 -0.429
C -17.32798 -15.82452 14.12537 0.54 -0.75 0.52 -0.064
N -18.56053 -16.59688 16.11689 1.16 -0.32 -0.09 0.035
H -14.52563 -19.67870 13.58914 -0.05 -0.32 0.06 0.089
H -15.57394 -20.31886 14.89693 -0.16 -0.10 -0.09 0.087
H -14.16597 -19.34199 15.25676 -0.08 0.64 0.32 0.084
H -17.03592 -18.63571 16.05635 0.53 -1.30 -0.25 0.113
H -15.83742 -17.40205 16.11430 0.13 0.50 0.06 0.124
H -18.38563 -17.57475 14.28543 0.06 -0.84 0.38 0.128
H -18.02987 -14.99530 14.03683 -0.47 -0.46 0.11 0.070
H -17.14728 -16.28039 13.15191 0.43 0.63 -0.16 0.071
H -16.42624 -15.38450 14.55123 0.32 -0.01 -0.27 0.072
H -17.84102 -16.07333 16.59469 -0.30 0.78 0.88 0.063
H -18.66818 -17.40579 16.71203 -0.49 -0.26 0.39 0.058
C -20.05026 -2.68749 6.99405 -0.12 0.10 1.05 -0.094
O -19.25103 -1.59355 7.44386 -0.43 -1.16 0.35 -0.194
C -18.03284 -1.47808 6.76526 -0.24 2.55 -0.95 -0.233
C -17.27208 -0.30832 7.42982 0.45 -0.48 -0.68 -0.431
C -16.01569 0.09634 6.62764 -0.73 -0.14 -0.72 -0.064
N -16.88529 -0.77871 8.73303 0.91 -0.45 1.08 0.025
H -19.46323 -3.60305 6.92158 0.16 0.01 -0.46 0.086
H -20.63543 -2.46727 6.10120 0.38 0.05 -0.33 0.087
H -20.77319 -2.89903 7.78191 -0.07 0.20 0.09 0.083
H -17.36794 -2.34179 6.76093 -0.24 -0.43 0.18 0.127
H -18.28864 -1.18385 5.74737 0.27 -0.25 -0.57 0.124
H -17.88017 0.57263 7.63539 -0.44 -0.10 -0.62 0.135
H -15.39716 0.79500 7.19101 0.24 -0.45 0.03 0.079
H -16.19682 0.55011 5.65328 -0.82 0.69 0.19 0.069
H -15.51698 -0.77355 6.20023 0.65 -0.42 0.99 0.072
H -17.57633 -1.44005 9.05735 -0.55 0.23 0.31 0.063
H -16.08659 -1.38506 8.61251 0.57 0.03 0.06 0.066